Record 1
The following is a quantum chemistry calculation of a structure of composition C24H33BO2S2 in a non-equilibrium geometry, from the Open Molecules 2025 dataset.

Last column: Mulliken charge in e.
Geometry (Å):
C -2.32540 -2.07747 3.72523  -1.85
C -2.57517 -0.87502 2.86423  1.31
C -4.05967 -0.46038 2.87868  -1.65
C -1.54755 0.35177 3.07590  1.88
C -2.10514 1.47622 3.90467  -1.94
C -0.16718 -0.07455 3.58816  -1.72
O -1.39919 0.91482 1.74112  -0.69
B -2.12895 0.02991 0.95986  1.23
C -3.00066 0.56826 -0.23958  0.35
C -3.84007 -0.33131 -0.94092  -0.21
C -4.92352 0.14289 -1.69831  -0.71
C -5.12289 1.53405 -1.80068  -0.35
C -4.18246 2.44757 -1.28132  -0.54
C -3.08898 1.94988 -0.54340  -0.48
C 1.00692 -0.93078 -1.21474  -0.43
C -0.22134 -0.53852 -2.07007  -0.75
C 0.82180 -2.18143 -0.41302  0.62
C 1.61896 -2.28488 0.72118  -0.69
C 1.62800 -3.46819 1.46533  -0.51
C 0.76040 -4.51326 1.09200  -0.66
C -0.23888 -4.27067 0.14258  -0.72
C -0.22572 -3.09483 -0.61305  -0.28
O -2.30593 -1.24390 1.47868  -0.64
H -2.45177 -1.86379 4.78638  0.31
H -3.05194 -2.85954 3.50381  0.47
H -1.34229 -2.48692 3.53300  0.36
H -4.46133 -0.20387 3.85496  0.36
H -4.28161 0.39246 2.22392  0.20
H -4.66938 -1.30385 2.52141  0.43
H -2.41415 1.18206 4.90408  0.31
H -1.34886 2.22920 4.05807  0.49
H -2.92423 1.95485 3.37092  0.36
H -0.23829 -0.49806 4.58907  0.35
H 0.31728 -0.82685 2.95637  0.12
H 0.51130 0.78647 3.66763  0.49
H -3.66584 -1.41077 -0.84974  0.28
H -5.58445 -0.59196 -2.18079  0.38
H -6.00342 1.90481 -2.34420  0.34
H -4.28928 3.53656 -1.42520  0.37
H -2.34545 2.65988 -0.14858  0.39
H 1.06918 -0.08985 -0.48259  0.61
H -0.45139 0.55606 -2.05459  0.32
H -0.22074 -0.85819 -3.15135  0.37
H -1.14258 -0.95483 -1.56395  -0.23
H 2.14238 -1.39018 1.03614  0.53
H 2.29141 -3.52332 2.31567  0.41
H 0.84019 -5.46904 1.62498  0.36
H -1.01665 -5.01030 -0.05234  0.41
H -1.06536 -2.87721 -1.25771  0.50
C 4.64321 -1.38618 -4.59893  -0.57
C 5.19898 -0.60133 -3.40392  -0.59
S 4.35831 -0.88643 -1.78089  -0.09
C 2.63305 -0.82635 -2.05654  -0.18
S 2.14499 -1.78216 -3.44341  -0.15
C 3.15232 -1.17084 -4.84712  -0.66
H 5.23255 -1.12877 -5.49684  0.34
H 4.74437 -2.44590 -4.34132  0.28
H 6.25141 -0.87244 -3.17392  0.34
H 5.14365 0.48028 -3.56538  0.35
H 2.31018 0.23593 -1.84096  0.36
H 2.91333 -0.12834 -5.05790  0.35
H 2.77118 -1.78611 -5.68279  0.34

Atoms 1-3, force components in eV/Å:
-0.2259 -0.3182 0.2818
0.2856 0.5433 -0.1697
-0.2857 -0.0600 0.0038

Computed properties:
molecular weight: 428.47 g mol⁻¹
HOMO: -7.99 eV
electronic energy: -1906.00343 hartree
net charge: 0


Record 2
The following is a quantum chemistry calculation of a structure of composition C6H8B2InO5 in a non-equilibrium geometry, from the Open Molecules 2025 dataset.

Last column: Mulliken charge in e.
Geometry (Å):
C 2.45096 -1.48094 0.45356  -0.67
B 1.52611 -0.75875 -0.72807  0.35
O 1.32481 -1.33643 -2.02043  -0.45
C 0.84157 0.67447 -0.25190  0.39
C -0.41424 0.83660 0.47080  0.01
B -1.47097 -0.34580 0.94939  0.08
C -2.58564 -0.79917 -0.21099  0.04
O -1.45913 -0.98032 2.22326  -0.37
C -0.52542 2.43495 0.63898  0.61
O -1.27471 2.97900 1.47620  -0.25
O 0.37183 2.97740 -0.33853  -0.13
C 1.53108 2.11522 -0.49911  0.42
O 2.71410 2.41332 -0.77414  -0.24
H 1.74356 -2.06933 1.14045  0.33
H 3.28110 -2.10481 -0.04059  0.36
H 2.88848 -0.60505 1.07053  0.40
H 0.94122 -0.69064 -2.66437  0.35
H -3.13202 -1.77335 0.06027  0.60
H -3.31119 0.12946 -0.30584  0.08
H -1.94802 -0.88375 -1.20749  0.15
H -0.56290 -0.95822 2.64224  0.37
In -2.93058 0.22613 -2.08422  0.59

Atoms 1-3, force components in eV/Å:
-0.0148 1.4389 1.8695
-0.4887 -1.7431 -4.6415
0.0290 2.5615 3.5897

Computed properties:
molecular weight: 296.57 g mol⁻¹
HOMO: -21.96 eV
electronic energy: -847.96553 hartree
net charge: +3
energy above the lowest of the compared OMol25 structures with the same formula, charge and spin: 195.5 kJ/mol


HOMO of number 2 (C6H8B2InO5)? -21.96 eV